1.
An isolated molecule of C20H35N3O5S, computed with the ωB97M-V functional and the def2-TZVPD basis.

Summary:
ΔE to the lowest compared entry with this formula, charge and spin: 1.1 kcal/mol
Structure (SMILES): CC1(C)CCC[C@@H](C(=O)NC[C@@H]2CC[C@]3(CO2)C[C@H](NC(=O)CS(N)(=O)=O)C3)C1

The geometry in ORCA input format:
```
! RIJCOSX wB97M-V def2-TZVPD def2/J DEFGRID3
* xyz 0 1
C 5.54129 -4.24864 -0.44410
C 4.09241 -4.55169 -0.82200
C 4.08077 -5.76010 -1.76194
C 3.29042 -4.84424 0.45493
C 1.78803 -4.96598 0.21508
C 1.23843 -3.72234 -0.47655
C 1.99467 -3.44665 -1.78273
C 1.37983 -2.25192 -2.49054
O 0.59197 -2.38458 -3.41201
N 1.73538 -1.02452 -2.01499
C 0.98868 0.15348 -2.40291
C -0.26500 0.32795 -1.56892
C -1.09212 1.53194 -1.98937
C -2.26949 1.71997 -1.03605
C -1.78187 1.77406 0.40168
C -0.92643 0.54719 0.68079
O 0.16575 0.45899 -0.21533
C -1.07319 3.07710 0.84872
C -1.86675 3.01884 2.16744
N -2.42269 4.28026 2.61267
C -3.56163 4.32951 3.33290
O -4.11074 3.35247 3.80363
C -4.13556 5.72296 3.58023
S -4.35315 6.72726 2.13270
N -5.24079 5.76947 1.13880
O -5.14324 7.85564 2.51910
O -3.06757 6.89732 1.50755
C -2.82985 2.00640 1.51114
C 3.49480 -3.31573 -1.51288
H 5.59843 -3.39058 0.22983
H 5.99875 -5.10361 0.05897
H 6.13708 -4.02231 -1.33142
H 3.07598 -6.04889 -2.06886
H 4.65400 -5.54506 -2.66667
H 4.53813 -6.62321 -1.27288
H 3.67685 -5.75358 0.92471
H 3.46695 -4.02707 1.16487
H 1.57343 -5.84591 -0.39797
H 1.27323 -5.12046 1.16583
H 0.17217 -3.83592 -0.68495
H 1.34412 -2.85854 0.19169
H 1.81628 -4.27946 -2.46573
H 2.20241 -0.98530 -1.12450
H 1.62543 1.03248 -2.28557
H 0.71849 0.05230 -3.45249
H -0.87497 -0.58404 -1.65633
H -0.45160 2.42031 -1.97399
H -1.43935 1.39420 -3.01570
H -2.82494 2.63071 -1.27648
H -2.96740 0.88165 -1.14428
H -0.50114 0.57849 1.68563
H -1.54968 -0.35642 0.60244
H 0.01446 3.06156 0.90738
H -1.38867 3.92942 0.24091
H -1.29738 2.55641 2.97526
H -2.10055 5.13129 2.17448
H -5.11211 5.60818 4.04352
H -3.48881 6.30837 4.23611
H -6.20023 6.07497 1.05118
H -4.78052 5.60158 0.25523
H -3.72164 2.50515 1.12729
H -3.13746 1.15224 2.11234
H 3.67744 -2.45345 -0.86028
H 4.03047 -3.11990 -2.44660
*
```

Atomic partial charges in e from the natural (NBO) method, atoms 1 to 2: atom 1 (C): -0.596, atom 2 (C): -0.047


2.
An isolated molecule of C20H35N3O5S, computed with the ωB97M-V functional and the def2-TZVPD basis.

Summary:
ΔE to the lowest compared entry with this formula, charge and spin: 0.2 kcal/mol
Structure (SMILES): CC1(C)CCC[C@@H](C(=O)NC[C@@H]2CC[C@]3(CO2)C[C@H](NC(=O)CS(N)(=O)=O)C3)C1

The geometry in ORCA input format:
```
! RIJCOSX wB97M-V def2-TZVPD def2/J DEFGRID3
* xyz 0 1
C -4.26272 2.74188 3.66059
C -3.74098 3.69985 2.59092
C -4.88612 4.62463 2.17008
C -2.56959 4.50852 3.16750
C -1.84196 5.34983 2.12259
C -1.36919 4.49192 0.95449
C -2.53788 3.71861 0.33197
C -2.02682 2.96993 -0.89078
O -1.55472 3.57746 -1.83872
N -2.11819 1.61465 -0.87796
C -1.47651 0.82198 -1.90514
C -0.02028 0.54838 -1.58684
C 0.68607 -0.23053 -2.68455
C 2.10858 -0.57858 -2.25426
C 2.08669 -1.28193 -0.90732
C 1.31243 -0.43382 0.08831
O -0.00583 -0.17851 -0.35887
C 1.60008 -2.75464 -0.91853
C 2.81178 -3.12608 -0.03419
N 3.57049 -4.32399 -0.33793
C 4.03764 -4.61433 -1.56903
O 3.94552 -3.88016 -2.53566
C 4.77060 -5.94831 -1.70529
S 3.92200 -7.36717 -1.05790
N 2.45940 -7.30252 -1.79543
O 4.61733 -8.52635 -1.52561
O 3.70283 -7.14542 0.34763
C 3.44599 -1.75137 -0.33972
C -3.23804 2.87458 1.39476
H -3.47735 2.05657 3.98796
H -4.61618 3.29233 4.53537
H -5.09547 2.14602 3.27917
H -4.58487 5.35611 1.42083
H -5.71320 4.04421 1.75435
H -5.26415 5.17434 3.03496
H -2.93478 5.14008 3.98297
H -1.85442 3.80586 3.61182
H -2.50030 6.13932 1.74824
H -0.98984 5.85394 2.58356
H -0.89139 5.09828 0.18532
H -0.62246 3.77041 1.30995
H -3.24346 4.44902 -0.07585
H -2.33975 1.15469 -0.01267
H -2.00651 -0.12758 -2.00187
H -1.54847 1.36480 -2.84595
H 0.49216 1.50990 -1.43129
H 0.12168 -1.14831 -2.88227
H 0.68914 0.35865 -3.60420
H 2.60271 -1.21417 -2.99196
H 2.69994 0.34079 -2.16741
H 1.21920 -0.93965 1.05223
H 1.84320 0.51670 0.25126
H 0.61282 -2.94559 -0.49703
H 1.67188 -3.19721 -1.91006
H 2.52734 -3.20480 1.01406
H 3.64800 -5.04279 0.36607
H 4.94441 -6.12971 -2.76265
H 5.72671 -5.92630 -1.17893
H 2.32185 -8.04978 -2.46142
H 1.69699 -7.18250 -1.14377
H 4.20324 -1.81952 -1.11805
H 3.84373 -1.19919 0.51388
H -2.53042 2.13139 1.78672
H -4.08051 2.32522 0.96153
*
```

Atomic partial charges in e from the natural (NBO) method, atoms 1 to 2: atom 1 (C): -0.597, atom 2 (C): -0.043


3.
A cluster of 6 separate species, C20H35N3O7S in total in a non-equilibrium geometry, computed with the ωB97M-V functional and the def2-TZVPD basis.

The geometry in ORCA input format:
```
! RIJCOSX wB97M-V def2-TZVPD def2/J DEFGRID3
* xyz 0 1
C 0.18986 4.70967 1.34010
C 0.89210 5.64831 2.29852
O 1.86646 4.74490 2.63237
C 2.17770 3.94786 1.64658
O 3.13861 3.23332 1.42511
O 1.26626 4.10493 0.73125
H -0.21115 5.42054 0.61763
H -0.68126 4.12038 1.62645
H 0.37158 6.07558 3.15561
H 1.46495 6.42858 1.79739
C -6.10743 -3.16365 -1.73533
C -7.40249 -3.76832 -1.38217
O -7.13163 -5.16969 -1.20639
C -5.81796 -5.34299 -1.19280
O -5.22602 -6.38483 -1.00797
O -5.22090 -4.21337 -1.60255
H -5.64037 -2.56969 -0.94973
H -6.04010 -2.73879 -2.73686
H -8.03300 -3.98024 -2.24567
H -7.97660 -3.16742 -0.67689
C -5.59269 0.35844 -2.44982
C -5.07950 1.79660 -2.44057
C -3.89304 1.88542 -3.44847
C -4.27099 1.90008 -4.93001
N -4.54349 1.89316 -6.03682
H -6.52669 0.21925 -1.90541
H -4.92526 -0.37770 -2.00179
H -5.85408 0.14306 -3.48586
H -4.79008 2.23152 -1.48392
H -5.88001 2.47612 -2.73304
H -3.26330 1.07399 -3.08363
H -3.37602 2.83815 -3.33403
C 3.77590 -2.80755 0.48053
C 5.15814 -2.83376 1.22334
C 5.21486 -3.91808 2.23527
C 6.49290 -4.27597 2.68105
N 7.62281 -4.53280 3.02928
H 3.06430 -2.99264 1.28518
H 3.66366 -3.63907 -0.21523
H 3.70959 -1.93659 -0.17150
H 5.32348 -1.94300 1.82939
H 5.98222 -2.89545 0.51257
H 4.83772 -4.85779 1.83177
H 4.47986 -3.81290 3.03328
C -2.92232 -0.40843 -0.17574
C -1.51410 -0.61933 0.54609
C -0.53287 0.57427 0.24607
C 0.93932 0.39909 0.29625
N 2.10168 0.21553 0.27586
H -2.95911 -0.69633 -1.22638
H -3.30984 0.61023 -0.19206
H -3.72772 -0.83006 0.42565
H -1.21896 -1.62852 0.25883
H -1.47677 -0.57844 1.63468
H -0.95403 1.41231 0.80142
H -0.80541 1.01353 -0.71354
C 7.65460 2.59462 2.12323
S 6.92735 2.17860 0.49889
O 8.09874 1.68166 -0.33820
C 5.95085 0.72237 1.18632
H 6.75827 2.92728 2.64670
H 8.26742 3.49600 2.13228
H 8.20296 1.75515 2.55066
H 5.73606 0.73694 2.25484
H 6.54634 -0.19037 1.20606
H 5.02841 0.70614 0.60584
*
```

Atomic partial charges in e from the natural (NBO) method, atoms 1 to 2: atom 1 (C): -0.123, atom 2 (C): -0.087


no.,LUMO energy (eV),orbital gap (eV),HOMO (Eh)
1,0.395,9.76,-0.3440
2,0.432,9.76,-0.3429
3,-0.272,8.25,-0.3130